[1]
This record from OMol25 describes C43H48As3F5N9O3SeV as an isolated structure. The level of theory is wB97M-V/def2-TZVPD.

The spin multiplicity is 2. The net charge is +1. The value obtained for the energy above the lowest of the compared OMol25 structures with the same formula, charge and spin is 42.7 kcal/mol.

Last column: Mulliken spin population.
Element x y z (Å)
Se -1.45 -0.39 4.69  -0.003
As 1.60 -2.86 -0.28  0.004
As 1.80 -4.89 4.85  0.000
As 1.99 -0.21 2.05  0.004
V -1.28 -0.33 -0.42  1.105
F -6.05 -0.37 -3.11  -0.001
F -3.73 -0.22 1.76  -0.002
F -3.46 -0.30 -3.00  0.002
F -7.54 -0.40 -0.87  0.001
F -6.33 -0.35 1.55  -0.001
O -1.36 -2.63 2.81  -0.012
O -0.01 7.60 -1.20  0.000
O 0.36 0.00 -1.07  0.000
N -1.24 -0.34 2.92  -0.006
N -1.45 -1.95 -1.84  -0.032
N -2.08 -3.72 -2.93  0.001
N -1.53 1.56 -1.88  -0.012
N -1.16 -1.40 0.85  -0.072
N 1.31 3.14 -5.65  -0.001
N -1.11 1.25 1.15  -0.051
N 1.12 4.38 -5.66  0.003
N -1.36 1.34 4.77  0.001
C -1.21 1.83 3.56  0.001
C 3.22 -2.96 -1.38  -0.001
C -2.51 2.36 -2.24  0.005
C 1.97 1.43 -4.06  -0.003
C -1.25 -3.04 -3.79  0.002
C -0.20 2.38 -3.77  -0.005
C -1.26 -1.63 2.14  0.000
C -5.60 -0.32 0.43  -0.011
C -0.37 1.57 -2.64  0.017
C 4.41 -2.74 2.02  0.000
C -2.45 3.16 -3.39  -0.004
C 2.23 -3.82 1.35  0.000
C 0.65 0.72 -2.18  -0.010
C -1.04 3.22 3.26  0.004
C -2.18 -3.05 -1.77  0.020
C -0.20 7.07 -3.46  0.000
C -1.32 3.16 -4.16  0.004
C 0.78 -3.34 5.50  0.000
C -6.22 -0.36 -0.79  0.013
C 3.17 -4.14 3.65  0.000
C -0.89 3.54 1.97  0.001
C 3.79 0.57 2.10  0.000
C -4.23 -0.27 0.48  0.048
C 1.41 0.76 3.67  0.000
C 0.35 6.77 -2.22  0.000
C 1.23 5.70 -2.10  -0.001
C -5.46 -0.34 -1.93  -0.010
C 1.04 2.34 -4.45  0.012
C 1.79 0.64 -2.89  0.014
C -1.18 0.89 2.48  -0.006
C -4.09 -0.30 -1.82  0.020
C 0.83 -4.52 -0.99  0.000
C -3.00 -3.57 -0.63  0.006
C 2.25 -1.89 3.06  0.001
C -3.38 -0.26 -0.61  -0.099
C 0.10 6.28 -4.56  0.000
C 1.48 4.88 -3.21  0.001
C -0.95 2.52 0.95  0.034
C -0.86 -1.94 -3.11  0.019
C 0.57 7.35 0.07  0.000
C 0.43 -5.59 3.65  0.000
C 3.00 -3.12 2.50  0.000
C 0.90 5.16 -4.43  0.001
H 3.89 -3.73 4.36  0.000
H 4.31 0.28 3.01  0.000
H 2.92 -2.94 -2.43  0.000
H -1.02 3.96 4.06  0.000
H 2.18 4.06 -3.10  0.000
H -0.21 -1.15 -3.45  -0.002
H 1.01 1.75 3.42  0.000
H -2.52 -4.60 -3.12  0.000
H 3.78 -3.88 -1.19  0.000
H -0.09 -4.75 -0.45  0.000
H 1.44 -2.58 5.92  0.000
H 3.88 -2.11 -1.20  0.000
H 1.66 7.48 0.05  0.000
H 2.57 -0.04 -2.56  0.002
H 4.97 -2.23 2.81  0.000
H 4.35 -2.07 1.15  0.000
H 0.60 -4.39 -2.05  0.000
H 2.89 1.37 -4.63  0.000
H -0.86 7.93 -3.54  0.000
H -1.29 3.73 -5.08  0.000
H 0.13 -3.71 6.30  0.000
H -2.54 -3.32 0.31  -0.001
H 2.26 0.90 4.35  0.000
H 3.62 -5.05 3.25  0.000
H -4.00 -3.14 -0.65  0.001
H 2.71 -1.60 4.01  0.000
H 1.29 -4.20 1.76  0.000
H 0.87 -6.30 2.95  0.000
H -1.01 -3.38 -4.79  0.000
H -3.32 3.75 -3.68  0.000
H -0.33 6.51 -5.53  0.000
H 1.52 -5.35 -0.88  0.000
H -0.72 4.57 1.67  0.000
H 0.15 -2.92 4.71  0.000
H 4.97 -3.63 1.72  0.000
H 0.34 6.34 0.42  0.000
H -3.40 2.36 -1.61  -0.002
H 2.81 -4.67 1.00  0.000
H 0.14 8.08 0.74  0.000
H -0.10 -4.81 3.11  0.000
H 3.66 1.66 2.10  0.000
H -0.29 -6.13 4.27  0.000
H 4.39 0.30 1.24  0.000
H 1.72 5.49 -1.16  0.000
H 0.64 0.20 4.21  0.000
H 1.22 -2.20 3.28  0.000
H -0.86 2.80 -0.09  0.002
H -3.09 -4.65 -0.71  0.000

=====

[2]
This record from OMol25 describes a 3-piece molecular cluster, C44H72Cl2F10N6O9PS3 overall. The level of theory is wB97M-V/def2-TZVPD.

The spin multiplicity is 3. The net charge is +1.

Last column: Mulliken spin population.
Element x y z (Å)
Cl -0.24 -1.58 0.07  0.000
Cl 1.05 0.19 -3.57  0.000
S -3.02 7.06 0.32  0.000
S -1.87 7.25 3.06  0.000
S 1.27 3.36 0.54  0.000
P -1.58 2.53 2.56  0.000
F -1.79 2.82 -2.75  0.000
F 2.86 6.25 -3.95  0.000
F 1.72 3.82 -2.05  0.000
F 1.67 6.44 -2.18  0.000
F 3.37 7.70 -2.48  0.000
F 4.38 4.38 0.05  0.000
F 4.98 6.09 -1.64  0.000
F 4.21 4.49 -2.85  0.000
F 2.76 5.80 0.07  0.000
F 3.21 2.53 -1.10  0.000
O -0.40 3.53 2.90  0.000
O -1.76 0.65 0.86  0.000
O -0.08 2.00 -1.70  0.000
O 1.54 0.40 4.68  0.000
O 3.62 -4.41 4.79  0.551
O 0.39 4.49 0.49  0.000
O -2.90 3.38 2.53  0.000
O -0.76 -3.66 -5.51  0.519
O 2.19 3.39 1.64  0.000
N -1.27 1.97 0.85  0.000
N -1.67 1.30 3.47  0.000
N -0.96 -4.08 -6.72  0.403
N -1.81 9.25 1.36  0.000
N -1.68 11.45 1.54  0.000
N 2.91 -5.22 5.51  0.387
C -1.52 -6.21 -5.61  0.001
C -1.03 9.68 0.31  0.000
C -2.13 2.60 -0.35  0.000
C -2.74 -2.50 -7.53  0.026
C 3.33 4.82 -0.64  0.000
C 3.54 -6.57 5.56  0.009
C 4.73 -6.56 6.52  0.030
C 2.39 3.58 -0.92  0.000
C 4.35 -6.04 7.91  -0.019
C 0.44 -0.83 -2.33  -0.001
C -4.53 0.84 1.75  0.000
C 0.27 1.77 0.58  0.000
C 0.92 0.98 1.72  0.000
C -3.59 1.96 -0.47  0.000
C -0.39 -1.73 -7.24  -0.018
C -3.75 -3.65 -7.51  -0.021
C -2.35 4.11 -0.17  0.000
C -1.85 -6.04 -8.02  0.006
C -1.87 5.10 -1.25  0.000
C -2.16 7.92 1.63  0.000
C 0.21 -2.25 -2.76  0.010
C 0.23 -0.38 -1.09  0.000
C 1.25 -5.17 7.36  0.021
C 3.86 5.44 -1.97  0.000
C 2.90 6.49 -2.66  0.000
C 3.68 -4.67 7.83  0.022
C 2.08 -0.60 3.80  0.007
C 2.24 -3.09 6.56  -0.043
C -1.47 2.07 -1.67  0.000
C 3.01 -0.02 2.75  -0.001
C -0.95 11.04 0.46  0.000
C -4.31 2.66 -1.66  0.000
C 2.32 0.44 1.44  0.000
C -1.27 -2.92 -7.62  0.015
C -3.34 -4.73 -6.50  0.029
C -2.17 10.37 2.07  0.000
C -1.60 6.50 -0.69  0.000
C -4.60 1.95 0.69  0.000
C 0.51 1.10 -0.77  0.000
C 2.55 -4.56 6.80  0.028
C -0.89 -3.26 -9.07  0.014
C 2.54 -7.66 6.00  0.018
C -1.92 -5.23 -6.71  0.020
C 3.98 -6.98 4.16  -0.006
H -0.86 -2.44 -2.69  0.000
H -0.49 3.80 3.83  0.000
H 4.44 -3.93 7.60  0.004
H -0.58 9.06 -0.44  0.000
H -1.43 7.18 -1.52  0.000
H -1.67 0.30 1.78  0.000
H -0.51 -0.95 -8.00  0.000
H 1.83 -2.64 7.46  -0.001
H -2.88 -1.91 -6.61  0.005
H -1.54 -4.00 -9.53  0.001
H -2.81 10.32 2.94  0.000
H -0.81 -6.20 -8.33  -0.006
H 3.79 -0.73 2.50  0.000
H -0.96 -2.37 -9.69  0.001
H -0.92 4.75 -1.66  0.000
H 0.74 -2.95 -2.13  -0.001
H 5.14 -7.57 6.59  0.001
H 3.13 -2.53 6.29  0.004
H 0.90 -4.57 8.21  0.001
H 4.49 -7.94 4.21  0.000
H -2.39 -5.59 -8.85  0.000
H 0.46 -5.15 6.60  -0.013
H -3.18 3.51 3.45  0.000
H -0.67 -1.30 -6.28  0.006
H -2.30 -7.02 -7.86  0.001
H 0.31 0.14 2.02  0.000
H -1.85 1.06 -1.87  0.000
H 5.52 -5.93 6.10  0.002
H 2.31 -0.40 0.74  0.000
H 2.93 -8.64 5.72  0.001
H -5.27 3.07 -1.34  0.000
H 1.57 1.19 -0.99  0.000
H -3.85 -4.08 -8.51  -0.001
H 3.11 -7.10 3.50  -0.001
H 3.49 0.86 3.17  0.000
H -5.55 1.72 0.20  0.000
H -2.25 -7.02 -5.58  0.000
H 0.66 -2.01 -7.20  0.002
H -4.52 1.95 -2.46  0.000
H 1.57 -7.53 5.50  -0.011
H 5.25 -5.96 8.52  0.002
H -4.03 -5.57 -6.56  0.001
H 1.93 1.25 4.46  0.000
H -0.92 1.21 4.15  0.000
H -3.40 4.32 0.01  0.000
H -2.54 5.17 -2.11  0.000
H -4.79 2.93 1.12  0.000
H -0.72 6.51 -0.07  0.000
H 2.98 1.20 1.02  0.000
H -1.90 4.49 0.74  0.000
H 2.37 -7.69 7.07  0.001
H 1.25 -1.14 3.35  0.000
H -4.01 -0.03 1.37  0.000
H -1.49 -5.75 -4.63  0.001
H 0.99 1.60 2.61  0.000
H -3.44 -4.32 -5.48  0.004
H -2.97 -1.83 -8.36  -0.001
H 3.71 -6.76 8.42  0.000
H 0.48 -2.39 -3.80  -0.004
H 3.28 -4.40 8.81  0.000
H -3.79 3.50 -2.10  0.000
H -4.08 1.14 2.69  0.000
H 1.35 -6.19 7.72  0.002
H 1.51 -2.98 5.75  0.006
H 4.66 -6.27 3.71  0.001
H -5.53 0.50 1.98  0.000
H 0.13 -3.63 -9.12  -0.011
H -3.55 0.92 -0.79  0.000
H 2.63 -1.30 4.42  -0.003
H -0.54 -6.65 -5.82  -0.001
H -4.73 -3.27 -7.25  0.002
H -0.39 11.69 -0.19  0.000

=====

[3]
This record from OMol25 describes C4H7NO as an isolated structure. The level of theory is wB97M-V/def2-TZVPD.

The net charge is 0. The value obtained for the energy above the lowest of the compared OMol25 structures with the same formula, charge and spin is 115.9 kcal/mol.

Last column: natural (NBO) charge in e.
Element x y z (Å)
O 0.45 1.63 2.28  -0.644
N -0.01 -0.61 2.22  -0.726
C -0.31 -0.07 -0.65  -0.169
C -0.11 -0.12 -2.17  -0.591
C 0.28 0.54 1.66  0.623
C 0.49 0.60 0.08  -0.280
H 0.42 0.57 -2.38  0.187
H -1.15 0.07 -2.60  0.202
H -0.08 -1.14 -2.47  0.225
H 1.18 1.57 -0.08  0.252
H -0.11 -0.75 3.03  0.350
H -0.95 -0.77 -0.25  0.186
H -0.07 -1.54 1.34  0.385

=====

[4]
This record from OMol25 describes a 3-piece molecular cluster, C32H54Br2IN4O10S5 overall. The level of theory is wB97M-V/def2-TZVPD.

The net charge is +1.

Last column: Löwdin charge in e.
Element x y z (Å)
I -0.25 2.57 2.41  1.150
Br 2.01 -1.77 4.85  0.895
Br 1.88 -5.11 4.80  0.714
S -1.06 -2.73 1.84  0.950
S -1.94 0.12 0.52  0.836
S -6.40 0.01 -2.21  0.549
S 4.47 3.59 -1.19  0.554
S 3.31 -0.51 -3.16  0.835
O 2.26 -5.57 0.02  -0.038
O 4.06 3.28 -2.53  -0.273
O 2.98 -0.47 1.96  -0.210
O -5.41 -0.44 -3.14  -0.284
O -6.68 1.41 -2.09  -0.273
O 5.46 4.81 -1.20  -0.257
O -0.17 0.50 4.76  -0.238
O 5.02 2.54 -0.37  -0.290
O -0.92 0.54 6.81  0.163
O -7.76 -0.77 -2.45  -0.262
N 0.38 -0.43 2.69  -0.059
N 1.99 -0.23 -0.75  0.078
N 0.64 -2.40 -2.36  -0.110
N -1.28 0.76 5.75  0.061
C -0.06 -3.64 -2.73  -0.086
C -6.05 -0.66 -0.62  -0.117
C 1.23 -2.78 3.37  -0.655
C 0.79 -0.93 -0.26  -0.250
C 2.55 -0.37 -1.82  -0.760
C 1.35 -3.34 0.23  -0.112
C 1.36 -1.95 0.90  -0.267
C 4.18 0.29 1.75  -0.215
C 6.85 4.56 -1.53  -0.234
C -0.12 0.31 0.26  -0.601
C -1.64 3.41 -0.83  -0.047
C -3.23 5.34 -0.83  -0.040
C 3.14 4.39 -0.36  -0.104
C 2.07 -4.55 0.84  -0.318
C 4.54 1.02 3.03  -0.043
C 7.08 4.39 -3.01  -0.066
C 1.13 -5.85 1.13  0.013
C -3.29 3.51 -2.55  -0.028
C 0.46 -4.00 3.90  -0.736
C 0.42 0.67 1.62  -0.610
C -0.69 -0.28 3.73  -0.322
C 0.56 -1.88 2.24  -0.476
C -1.13 2.23 -1.33  -0.276
C 0.07 1.50 -0.76  -0.160
C -8.62 -0.31 -3.53  -0.237
C -2.77 2.34 -3.08  -0.057
C -8.13 -0.76 -4.89  -0.069
C -2.71 4.06 -1.42  -0.261
C 2.85 -1.65 1.19  -0.160
C -1.70 1.72 -2.49  -0.067
C -0.06 -1.58 -1.37  -0.194
C -0.63 -3.78 4.94  -0.169
H -6.00 -1.74 -0.70  0.077
H -4.14 3.99 -3.01  0.117
H 0.51 1.08 -1.65  0.101
H -0.93 -1.27 4.11  0.089
H 6.64 5.23 -3.56  0.088
H 3.64 1.27 3.59  0.073
H 0.75 -1.86 -3.21  0.082
H -7.96 -1.84 -4.90  0.086
H 0.81 2.21 -0.38  0.079
H 1.70 -5.95 2.10  0.023
H 4.02 0.99 0.94  0.083
H -1.60 0.13 3.29  0.080
H 7.38 5.43 -1.15  0.124
H 1.26 -0.22 3.20  0.083
H -1.94 -1.89 2.37  -0.118
H -7.20 -0.27 -5.16  0.072
H 2.86 5.27 -0.93  0.084
H 2.14 -3.19 2.95  0.010
H -1.19 3.89 0.03  0.048
H -5.08 -0.26 -0.33  0.051
H -3.23 1.95 -3.98  0.113
H -0.80 -3.49 -3.52  0.086
H 1.46 0.93 1.48  0.066
H -6.82 -0.34 0.07  0.078
H 5.11 1.91 2.79  0.080
H -0.52 -4.11 -1.86  0.075
H -0.59 -0.78 -1.89  0.096
H -9.59 -0.74 -3.30  0.123
H -0.84 -2.17 -0.91  0.085
H 1.15 -6.93 1.01  0.120
H -8.88 -0.52 -5.64  0.085
H -2.33 -0.43 -0.63  -0.086
H -0.65 -4.60 5.65  0.063
H -0.50 -2.87 5.51  0.051
H -1.31 0.82 -2.95  0.106
H 0.39 -3.74 -0.05  0.071
H 2.32 3.69 -0.32  0.044
H -3.62 5.16 0.17  0.083
H 3.27 -2.44 1.81  0.119
H 7.20 3.70 -0.96  0.113
H 3.47 4.66 0.64  0.080
H 1.93 -3.22 -0.69  0.138
H 8.15 4.35 -3.22  0.086
H 3.47 -1.69 0.30  0.140
H 0.20 -4.70 3.13  0.033
H 5.16 0.40 3.66  0.079
H 0.67 -4.35 -3.12  0.087
H 2.88 -4.43 1.57  0.138
H -4.05 5.73 -1.42  0.078
H 6.62 3.48 -3.38  0.074
H -2.45 6.08 -0.73  0.083
H 4.98 -0.41 1.49  0.133
H -1.61 -3.77 4.46  0.068
H -8.72 0.77 -3.48  0.115

=====

[5]
This record from OMol25 describes a 2-piece molecular cluster, C5H7NO overall. The level of theory is wB97M-V/def2-TZVPD.

The net charge is 0. The value obtained for the energy above the lowest of the compared OMol25 structures with the same formula, charge and spin is 121.0 kcal/mol.

Last column: natural (NBO) charge in e.
Element x y z (Å)
O -2.28 -0.93 -0.32  -0.534
N 1.29 0.85 -0.24  -0.341
C -1.16 -0.87 -0.75  0.607
C -0.74 -0.96 -2.19  -0.753
C 0.89 0.67 0.94  0.234
C 0.88 -0.57 0.27  -0.190
C 0.45 1.41 2.16  -0.677
H -0.31 2.13 1.93  0.253
H 0.22 0.69 3.07  0.242
H 0.31 -0.61 -2.24  0.247
H -0.86 -2.03 -2.40  0.248
H -1.41 -0.42 -2.78  0.232
H 1.47 -1.38 0.13  0.190
H 1.27 2.01 2.42  0.242

=====

[6]
This record from OMol25 describes C2H2ClOPS2 in the gas phase. The level of theory is wB97M-V/def2-TZVPD.

The structure (SMILES) is S=[P@]1(Cl)OC=CS1. The net charge is 0. The value obtained for the energy above the lowest of the compared OMol25 structures with the same formula, charge and spin is 0.0 kcal/mol.

Last column: natural (NBO) charge in e.
Element x y z (Å)
Cl -1.84 -1.39 1.60  -0.210
S 0.83 0.10 2.85  -0.458
S -0.96 1.38 0.22  0.032
P -0.29 -0.21 1.34  1.261
O 0.51 -0.97 0.18  -0.773
C -0.08 0.79 -1.19  -0.436
C 0.65 -0.30 -1.03  0.112
H 1.28 -0.64 -1.81  0.219
H -0.10 1.25 -2.17  0.252

=====

Computed values of E (unit: Eh) for the preceding records, in sequence: -12937.65329, -6179.90829, -286.44696, -9659.18360, -324.53166, -1750.62035.